# C5H7NO

One molecule with the formula C5H7NO (wB97M-V/def2-TZVPD, the OMol25 dataset).

For the energy relative to the best compared isomer or geometry (same formula, charge and spin), the calculation gives 2.456 eV. The LUMO energy is 0.1 eV. As for the HOMO energy: -8.06 eV. The multiplicity is 1. The gap between HOMO and LUMO comes out at 8.11 eV.

Element x y z (Å)
C 1.74 0.97 0.21
H 2.64 0.35 0.20
H -1.42 -2.48 -0.58
H 1.20 -1.86 -0.45
N -1.72 -0.52 0.11
C -0.85 0.77 0.22
H -1.07 0.78 -0.95
H 1.70 1.54 1.14
C 0.39 -1.19 -0.20
C -0.99 -1.55 -0.21
H 1.82 1.71 -0.60
H -2.73 -0.42 0.10
O -1.19 1.73 0.95
C 0.50 0.15 0.07

Löwdin population analysis, charges in e, atoms 1 to 6:
1 C -0.023
2 H 0.080
3 H 0.129
4 H 0.108
5 N 0.104
6 C -0.568